The following is a quantum chemistry calculation of 2 unconnected molecules or ions with the total composition CH3FOS at a distorted geometry, from the OMol25 dataset.

Highest occupied orbital energy (spin up / spin down) (eV): -10.062 / -7.912
HOMO-LUMO gap (spin up / spin down) (eV): 9.82 / 6.84
E (eV): -16681.7444
Energy above the lowest of the compared OMol25 structures with the same formula, charge and spin (eV): 3.743
Lowest unoccupied orbital energy (spin up / spin down) (eV): -0.24 / -1.07

Geometry (Å):
C  -0.301  0.711  0.023
O  1.259  -1.102  0.934
F  0.362  0.834  -1.112
S  -1.776  -0.110  0.047
H  -0.011  1.392  0.807
H  2.069  -0.997  0.430
H  -1.602  -0.728  -1.128

Forces on the atoms, in the same order (eV/Å):
1.61 -1.37 0.35
-1.39 0.85 -0.07
-0.26 0.27 -0.09
-0.36 0.06 0.09
-0.06 0.02 0.05
0.34 0.22 -0.31
0.11 -0.05 -0.01

---

The following is a quantum chemistry calculation of C20H20N4O3S in the gas phase at a distorted geometry, from the OMol25 dataset.

Highest occupied orbital energy (eV): -8.284
HOMO-LUMO gap (eV): 8.43
E (eV): -43999.9057
SMILES string: COc1ccc(S(=O)(=O)n2ccc3cc(C#N)ccc32)cc1N1CCNCC1
Energy above the lowest of the compared OMol25 structures with the same formula, charge and spin (eV): 4.472
Lowest unoccupied orbital energy (eV): 0.14

Geometry (Å):
C  4.488  -0.287  -1.312
O  3.851  -1.214  -0.416
C  2.800  -0.678  0.338
C  3.156  -0.077  1.568
C  2.183  0.348  2.477
C  0.827  0.146  2.184
S  -0.470  0.708  3.350
O  -0.039  1.893  4.106
O  -0.754  -0.441  4.203
N  -1.878  1.070  2.305
C  -2.933  0.172  2.054
C  -3.707  0.732  1.096
C  -3.099  2.010  0.704
C  -3.537  2.994  -0.211
C  -2.801  4.193  -0.341
C  -3.264  5.271  -1.143
N  -3.597  6.187  -1.760
C  -1.668  4.398  0.462
C  -1.208  3.373  1.292
C  -1.961  2.188  1.450
C  0.459  -0.544  0.988
C  1.421  -0.975  0.076
N  0.981  -1.814  -0.986
C  -0.082  -1.390  -1.956
C  -0.914  -2.583  -2.488
N  -0.087  -3.684  -2.882
C  0.720  -4.170  -1.739
C  1.688  -3.089  -1.242
H  3.902  -0.148  -2.248
H  5.441  -0.706  -1.620
H  4.681  0.686  -0.855
H  4.205  0.134  1.806
H  2.463  0.807  3.409
H  -3.083  -0.807  2.478
H  -4.613  0.285  0.678
H  -4.470  2.840  -0.784
H  -1.159  5.331  0.494
H  -0.400  3.485  1.974
H  -0.571  -0.769  0.766
H  -0.770  -0.652  -1.488
H  0.420  -0.857  -2.781
H  -1.499  -2.239  -3.374
H  -1.571  -2.897  -1.674
H  0.509  -3.387  -3.661
H  0.047  -4.486  -0.928
H  1.262  -5.078  -2.050
H  2.439  -2.899  -1.984
H  2.196  -3.384  -0.335

Forces on the atoms, in the same order (eV/Å):
-0.39 -0.07 -0.64
-0.71 0.82 -0.19
0.13 -0.62 1.06
-0.61 0.27 -0.45
-0.66 -0.10 -0.31
-0.40 -0.06 -1.49
0.80 -0.36 1.91
-0.92 -1.28 -2.34
-0.68 1.08 -1.70
2.48 -0.33 1.61
-0.16 0.85 -0.97
-0.16 0.24 -0.51
-1.95 -0.39 -1.14
0.13 0.31 -0.11
-0.58 -1.33 0.86
-0.31 0.77 -0.65
0.10 -0.46 0.22
0.28 -1.76 0.66
-0.82 -0.37 0.56
0.40 0.28 0.11
0.61 1.26 1.47
0.40 -0.74 -0.60
-0.64 -0.07 0.18
0.55 0.38 0.65
0.26 1.26 -0.01
0.46 -0.87 0.14
0.06 0.23 -0.47
-0.80 0.74 0.00
0.07 -0.01 0.65
0.04 -0.24 0.23
-0.18 -0.07 0.14
-0.38 -0.35 -0.24
0.08 0.19 0.11
0.50 0.23 0.52
0.43 0.27 0.21
0.70 0.16 0.36
0.31 0.57 -0.27
0.76 0.50 0.18
-0.22 -0.03 0.08
0.51 -0.41 -0.08
-0.21 -0.18 -0.11
0.19 -0.21 0.77
-0.20 -0.13 -0.21
-0.08 -0.30 0.39
0.00 0.24 -0.27
-0.01 0.41 0.08
0.69 -0.21 -0.66
0.08 -0.11 0.27